(1)
Here is a single C5H8ClNS molecule from the OMol25 dataset. Energies are from ωB97M-V/def2-TZVPD.

Summary:
E_HOMO, eV: -9.0
Energy above the lowest of the compared OMol25 structures with the same formula, charge and spin, kcal/mol: 116.4
LUMO level, eV: 0.3

Geometry as ORCA input:
```
! wB97M-V def2-TZVPD RIJCOSX def2/J DEFGRID3
* xyz 0 1
Cl -0.55283 0.29495 -2.37014
S 0.27879 0.79069 2.09595
N 0.38144 -1.55723 0.04095
C -0.45745 0.45679 0.59640
C -0.86860 -0.97240 0.46964
C -0.76833 1.80258 -0.07506
C 1.34357 -0.36335 -0.51378
C 0.40247 0.73165 -0.58961
H -1.40962 1.96197 -0.99007
H 1.03008 -0.42546 2.09878
H 2.23745 -0.14408 0.14422
H -0.49166 2.80851 0.47125
H 0.22984 -2.14895 -0.95711
H 1.64801 -0.71913 -1.48841
H -1.68837 -1.10249 -0.20164
H -1.31479 -1.41405 1.26864
*
```

=====

(2)
Here is C22H35ClIrO2P2 as an isolated structure from the OMol25 dataset. Energies are from ωB97M-V/def2-TZVPD.

Summary:
E_HOMO (alpha / beta), eV: -10.8 / -14.5
LUMO level (alpha / beta), eV: -5.4 / -8.1

Geometry as ORCA input:
```
! wB97M-V def2-TZVPD RIJCOSX def2/J DEFGRID3
* xyz 2 6
Ir -0.13869 -0.47057 -1.50469
Cl -1.13555 1.43231 8.30160
P 0.82055 -3.12603 -1.16068
P 0.39486 3.10184 1.20657
O -1.22579 0.72945 1.80362
O 0.35030 2.22294 2.55957
C 0.39219 1.24435 -0.64556
C 0.07859 0.55092 -3.14813
C -0.45479 1.09853 2.68546
C 1.22324 -1.69863 -3.55160
C -1.44350 -0.00048 4.60599
C -1.69234 0.22826 5.94534
C 0.83728 -0.31491 -4.11682
C -1.22961 -1.78389 -2.47646
C -0.80612 1.03466 6.66509
C 0.17929 -1.67970 0.33001
C -2.33716 0.15477 -3.73515
C -0.31064 0.59450 4.04249
C -1.32789 3.42663 0.82730
C -1.29761 0.93682 -3.07442
C 0.36981 1.54581 6.09739
C 0.69294 1.22644 4.79771
C 1.35016 2.02413 0.14606
C 0.10815 -2.45559 -2.79826
C 2.59734 -3.31288 -0.93657
C -1.96059 -1.30951 -3.70313
C 0.04708 -4.69588 -0.83461
C 1.36731 4.49573 1.65822
H -0.37550 1.90053 -1.05963
H 2.02639 1.32565 0.65061
H -0.21212 -3.35275 -3.36889
H 1.00671 2.23096 6.64836
H 3.16131 -3.15435 -1.85884
H 0.98398 4.86819 2.61466
H 1.57082 -2.35434 -4.35573
H 0.42330 -0.35708 -5.13098
H -0.88147 -4.58569 -0.25807
H -1.37369 -1.53300 -4.58406
H 1.29320 5.27009 0.88659
H -1.48983 2.00694 -2.89201
H 1.64826 1.50375 4.34793
H 1.15883 0.72661 -1.40432
H 0.75194 -5.32008 -0.26902
H -0.83304 -1.68905 0.79031
H -0.15257 -5.18823 -1.77274
H -2.58246 -0.12036 6.44910
H 2.96963 -2.61187 -0.17063
H -2.13364 -0.58425 4.00827
H 0.63805 -2.64087 0.73229
H 0.68556 1.45310 -3.07064
H 1.90675 2.61847 -0.56942
H -2.45318 0.41375 -4.80171
H -1.92775 2.55262 1.09120
H -1.63098 4.26264 1.47101
H -1.86004 -2.46171 -1.86888
H -2.87222 -1.90381 -3.69575
H 2.79313 -4.34523 -0.59398
H 2.40701 4.17384 1.78145
H 0.83953 -0.97932 0.89054
H -3.31668 0.39423 -3.30338
H 2.06725 -1.55739 -2.86973
H 1.82334 0.15969 -4.22990
H -1.50865 3.67828 -0.22035
*
```

=====

(3)
Here is a single C5H6ClN molecule from the OMol25 dataset. Energies are from ωB97M-V/def2-TZVPD.

Summary:
E_HOMO (alpha / beta), eV: -7.1 / -9.1
Energy above the lowest of the compared OMol25 structures with the same formula, charge and spin, kcal/mol: 141.1
LUMO level (alpha / beta), eV: -0.8 / 0.2

Geometry as ORCA input:
```
! wB97M-V def2-TZVPD RIJCOSX def2/J DEFGRID3
* xyz 0 1
Cl 1.83682 -3.83205 -1.41943
N 2.00379 -1.14393 -1.14581
C 1.60061 -2.28306 -1.07046
C 1.46803 0.01226 -0.61139
C 0.48121 -0.22445 0.26807
C -0.37016 0.86935 0.83432
C -1.85469 0.78057 0.45755
H -0.01028 1.82472 0.56888
H -2.47676 1.34253 1.14768
H -0.23473 0.92251 1.93962
H -2.05389 -0.28102 0.57538
H 1.95087 0.90759 -0.96411
H -2.34082 1.10500 -0.58031
*
```

=====

(4)
Here is a single C4H5N3 molecule from the OMol25 dataset. Energies are from ωB97M-V/def2-TZVPD.

Summary:
E_HOMO, eV: -8.7
Energy above the lowest of the compared OMol25 structures with the same formula, charge and spin, kcal/mol: 73.6
LUMO level, eV: 0.6

Geometry as ORCA input:
```
! wB97M-V def2-TZVPD RIJCOSX def2/J DEFGRID3
* xyz 0 1
N 0.74241 1.98691 0.76267
N -0.20980 -2.14497 -0.67661
N -0.71546 0.19206 0.95114
C -0.10048 0.16416 -0.37680
C 0.80013 1.35872 -0.35423
C -0.19406 1.21880 1.51194
C 0.62577 -1.13937 -0.73566
H 0.12877 -3.07587 -0.88597
H -0.89074 0.32540 -1.13027
H -1.19412 -2.08686 -0.41228
H 1.43570 1.66789 -1.17974
H -0.42811 1.53313 2.52581
*
```

=====

(5)
Here is C5H7NO as an isolated structure from the OMol25 dataset. Energies are from ωB97M-V/def2-TZVPD.

Summary:
E_HOMO, eV: -9.9
Energy above the lowest of the compared OMol25 structures with the same formula, charge and spin, kcal/mol: 140.6
LUMO level, eV: 0.5

Geometry as ORCA input:
```
! wB97M-V def2-TZVPD RIJCOSX def2/J DEFGRID3
* xyz 0 1
O 1.07421 -0.63963 -0.32337
N -3.67942 -0.25493 0.57650
C -2.54121 -0.44968 0.49293
C 2.11557 0.00453 0.40252
C -0.61606 1.25268 -1.12297
C -0.39994 0.20053 -0.39623
C -0.57876 -1.01045 0.29860
H -0.80317 -1.91266 -0.25867
H 2.52972 0.88239 -0.09559
H 1.79371 0.32623 1.39706
H 2.92460 -0.72429 0.50902
H 0.20874 1.77753 -1.58340
H -1.63612 1.58107 -1.26277
H -0.39187 -1.03333 1.36637
*
```

=====

(6)
Here is a single C3H7N3O molecule from the OMol25 dataset. Energies are from ωB97M-V/def2-TZVPD.

Summary:
E_HOMO (alpha / beta), eV: -7.9 / -7.9
Energy above the lowest of the compared OMol25 structures with the same formula, charge and spin, kcal/mol: 118.8
LUMO level (alpha / beta), eV: 0.2 / 0.2

Geometry as ORCA input:
```
! wB97M-V def2-TZVPD RIJCOSX def2/J DEFGRID3
* xyz 0 1
O 1.75677 2.01968 -0.54698
N 0.61107 2.16226 -0.66665
N -1.24908 0.61777 -0.26845
N -0.12122 1.15046 0.39667
C 0.06707 -1.24287 0.48934
C -0.85641 -0.74616 -0.64642
C 0.70068 0.09676 0.85952
H -1.78204 -1.26672 -0.67812
H -0.55007 -1.75379 1.20140
H 0.78814 0.11493 1.91372
H -0.32485 -0.71552 -1.54875
H 1.61451 0.13099 0.32778
H 0.81882 -1.92562 0.13686
H -1.47338 1.35783 -0.96992
*
```

=====

Maximum force: 5.16; 5.57; 3.53; 0.54; 4.82; 3.62 (eV/A)